No. 1
A structure of composition C22H22F4GeN2Pd at a distorted geometry, computed with ωB97M-V with the def2-TZVPD basis set.

Properties
- DFT total energy (hartree) = -3564.5650
- E_HOMO (eV) = -14.3
- max |F| (Eh/bohr) = 0.050
- LUMO (eV) = -10.03
- Kohn-Sham gap (eV) = 4.267
- ΔE to the lowest compared entry with this formula, charge and spin (kJ/mol) = 0.0

```
! wB97M-V def2-TZVPD RIJCOSX def2/J DEFGRID3
* xyz 2 1
Pd -0.062 -0.223 -0.724
C -0.831 -2.205 -2.487
N 0.083 -2.204 -1.336
C -0.300 -3.262 -0.405
C 1.500 -2.381 -1.738
C 2.061 -1.261 -2.639
N 1.551 -0.002 -2.198
C 1.958 1.201 -2.579
C 1.246 2.327 -2.062
F 0.204 2.050 -1.202
C 1.561 3.629 -2.386
F 0.856 4.618 -1.864
C 2.624 3.894 -3.253
C 3.365 2.828 -3.756
F 4.390 3.072 -4.550
C 3.049 1.511 -3.447
F 3.766 0.511 -3.953
H -0.818 -3.185 -2.977
H -0.546 -1.453 -3.232
H -1.860 -2.018 -2.154
H -0.213 -4.242 -0.885
H -1.336 -3.124 -0.089
H 0.346 -3.251 0.475
H 1.620 -3.347 -2.247
H 2.092 -2.403 -0.814
H 1.799 -1.421 -3.696
H 3.158 -1.307 -2.586
H 2.870 4.908 -3.530
Ge -0.048 -0.162 1.668
C -0.356 1.757 2.021
C 0.562 2.411 2.840
C 0.238 3.648 3.370
C -0.967 4.251 3.042
C -1.858 3.619 2.186
C -1.550 2.378 1.659
C -1.409 -1.498 2.176
C -1.028 -2.551 3.003
C -1.989 -3.425 3.478
C -3.314 -3.274 3.099
C -3.690 -2.236 2.257
C -2.736 -1.356 1.780
H 1.303 -0.581 2.261
H 1.508 1.942 3.083
H 0.927 4.137 4.040
H -1.207 5.222 3.453
H -2.795 4.091 1.936
H -2.235 1.884 0.979
H 0.009 -2.660 3.294
H -1.700 -4.223 4.145
H -4.055 -3.972 3.458
H -4.724 -2.115 1.976
H -3.015 -0.547 1.111
*
```

No. 2
An isolated molecule of C22H22FN5O2S at a distorted geometry, computed with ωB97M-V with the def2-TZVPD basis set.

Properties
- DFT total energy (hartree) = -1773.8695
- E_HOMO (eV) = -9.2
- SMILES = O=C(NC1CCCC1)[C@@H](c1cccnc1)N(Cc1ccccc1F)C(=O)c1csnn1
- max |F| (Eh/bohr) = 0.033
- LUMO (eV) = 0.20
- Kohn-Sham gap (eV) = 9.419
- ΔE to the lowest compared entry with this formula, charge and spin (kJ/mol) = 30.5

```
! wB97M-V def2-TZVPD RIJCOSX def2/J DEFGRID3
* xyz 0 1
O -0.904 1.167 2.003
C -1.570 0.462 1.274
N -2.833 0.707 0.910
H -3.237 0.140 0.179
C -3.459 2.000 1.098
C -4.949 1.824 1.385
H -5.138 1.005 2.077
H -5.334 2.743 1.827
C -5.580 1.587 0.007
H -6.580 2.015 -0.045
H -5.674 0.518 -0.188
C -4.627 2.240 -1.015
H -5.125 3.031 -1.574
H -4.278 1.502 -1.737
C -3.448 2.799 -0.208
H -2.497 2.683 -0.725
H -3.599 3.854 0.017
H -2.915 2.497 1.904
C -0.998 -0.922 0.839
N 0.247 -0.695 0.117
C 0.340 0.390 -0.678
O -0.608 1.123 -0.911
C 1.677 0.690 -1.255
C 2.230 1.951 -1.259
S 3.740 1.867 -2.035
N 3.541 0.246 -2.322
N 2.465 -0.211 -1.875
H 1.827 2.853 -0.847
C 1.385 -1.547 0.399
C 2.514 -0.804 1.075
C 2.308 0.339 1.836
C 3.379 1.015 2.396
C 4.673 0.560 2.208
C 4.901 -0.589 1.470
C 3.821 -1.252 0.921
F 4.045 -2.380 0.211
H 5.896 -0.973 1.309
H 5.507 1.094 2.637
H 3.197 1.904 2.980
H 1.304 0.713 1.985
H 1.755 -1.985 -0.534
H 1.048 -2.367 1.039
C -1.967 -1.785 0.082
C -2.646 -2.815 0.727
C -3.556 -3.577 0.016
C -3.759 -3.278 -1.323
N -3.123 -2.302 -1.947
C -2.251 -1.580 -1.269
H -1.764 -0.792 -1.827
H -4.461 -3.839 -1.925
H -4.093 -4.384 0.489
H -2.462 -3.013 1.774
H -0.738 -1.418 1.782
*
```

No. 3
An isolated molecule of C22H22N2O2 at a distorted geometry, computed with ωB97M-V with the def2-TZVPD basis set.

Properties
- DFT total energy (hartree) = -1111.4933
- E_HOMO (eV) = -7.7
- SMILES = CCOC(=O)[C@H](C#N)[C@H](c1ccc(C)cc1)c1c(C)[nH]c2ccccc12
- max |F| (Eh/bohr) = 0.135
- LUMO (eV) = 0.51
- Kohn-Sham gap (eV) = 8.201
- ΔE to the lowest compared entry with this formula, charge and spin (kJ/mol) = 232.5

```
! wB97M-V def2-TZVPD RIJCOSX def2/J DEFGRID3
* xyz 0 1
C 5.981 -0.740 1.192
C 4.639 -1.438 1.303
O 3.540 -0.447 1.284
C 2.302 -0.956 1.353
C 1.125 0.054 1.501
C 0.282 -0.748 2.283
N -0.289 -1.181 3.215
O 2.068 -2.164 1.379
H 6.722 -1.516 0.959
H 6.013 0.009 0.390
H 6.289 -0.268 2.135
H 4.468 -2.099 0.441
H 4.560 -1.989 2.252
H 1.509 0.967 2.006
C 2.391 -0.780 -1.740
C 0.953 -1.121 -1.617
N 0.377 -1.879 -2.583
C -0.989 -1.932 -2.395
C -1.309 -1.191 -1.208
C -2.662 -1.094 -0.843
C -3.622 -1.784 -1.596
C -3.234 -2.606 -2.691
C -1.892 -2.687 -3.104
C -0.019 -0.692 -0.695
C 0.390 0.419 0.309
C -0.901 1.355 0.595
C -1.765 1.750 -0.441
C -2.829 2.621 -0.195
C -3.005 3.159 1.085
C -4.248 3.958 1.415
C -2.021 2.940 2.061
C -0.955 2.083 1.803
H 2.673 0.220 -1.384
H 3.003 -1.536 -1.229
H 2.687 -0.831 -2.798
H 0.903 -2.343 -3.312
H -2.947 -0.497 0.021
H -4.687 -1.728 -1.332
H -3.984 -3.202 -3.220
H -1.520 -3.338 -3.903
H 1.091 1.035 -0.310
H -1.579 1.438 -1.465
H -3.528 2.868 -0.996
H -4.221 4.288 2.462
H -4.350 4.851 0.782
H -5.160 3.358 1.266
H -2.106 3.403 3.040
H -0.143 2.010 2.527
*
```

No. 4
A structure of composition C22H22N4O4S2Y at a distorted geometry, computed with ωB97M-V with the def2-TZVPD basis set.

Properties
- DFT total energy (hartree) = -2206.0352
- E_HOMO (eV) = -11.0
- max |F| (Eh/bohr) = 0.031
- LUMO (eV) = -2.52
- Kohn-Sham gap (eV) = 8.476
- ΔE to the lowest compared entry with this formula, charge and spin (kJ/mol) = 31.1

```
! wB97M-V def2-TZVPD RIJCOSX def2/J DEFGRID3
* xyz 1 1
Y 1.317 1.356 0.036
C -0.650 0.900 -2.903
O -0.306 0.305 -1.649
C -0.754 -1.036 -1.495
C -0.609 -1.366 -0.039
O 0.741 -1.152 0.380
C 1.626 -2.236 0.071
H -1.721 0.799 -3.076
H -0.093 0.425 -3.711
H -0.396 1.954 -2.850
H -0.160 -1.698 -2.130
H -1.802 -1.116 -1.792
H -0.913 -2.392 0.172
H -1.225 -0.690 0.555
H 1.278 -3.139 0.571
H 2.610 -1.970 0.445
H 1.694 -2.405 -1.004
N -3.030 8.438 1.659
C -2.429 7.224 1.540
C -1.940 6.556 2.680
C -1.357 5.320 2.570
C -1.246 4.729 1.307
C -1.720 5.374 0.166
C -2.311 6.609 0.283
S -0.426 3.240 1.130
O 1.056 3.426 1.126
O -0.723 2.613 -0.186
N -0.887 2.359 2.322
C -0.071 1.397 2.831
S -0.442 0.716 4.373
C 0.964 -0.283 4.288
C 1.605 -0.075 3.131
N 1.029 0.870 2.290
H -3.029 8.923 2.537
H -3.284 8.964 0.843
H -2.039 7.023 3.653
H -0.999 4.800 3.450
H -1.633 4.898 -0.803
H -2.696 7.111 -0.596
H 1.227 -0.960 5.086
H 2.517 -0.568 2.828
N 8.858 0.968 -6.882
C 8.029 0.991 -6.087
C 6.986 1.020 -5.084
C 6.943 0.037 -4.099
C 5.945 0.065 -3.143
C 4.982 1.074 -3.161
C 5.033 2.059 -4.152
C 6.029 2.033 -5.109
C 3.943 1.109 -2.168
C 3.056 1.162 -1.325
H 7.693 -0.742 -4.089
H 5.909 -0.693 -2.373
H 4.288 2.844 -4.160
H 6.075 2.792 -5.878
*
```

No. 5
An isolated molecule of C22H22N4OS at a distorted geometry, computed with ωB97M-V with the def2-TZVPD basis set.

Properties
- DFT total energy (hartree) = -1543.9859
- E_HOMO (eV) = -8.2
- SMILES = CCCOc1cccc(-c2cc(-c3n[nH]c(=S)n3CC)c3ccccc3n2)c1
- max |F| (Eh/bohr) = 0.047
- LUMO (eV) = -0.64
- Kohn-Sham gap (eV) = 7.511
- ΔE to the lowest compared entry with this formula, charge and spin (kJ/mol) = 143.8

```
! wB97M-V def2-TZVPD RIJCOSX def2/J DEFGRID3
* xyz 0 1
S -3.443 1.009 -6.240
N -1.857 -1.623 -3.997
N -0.763 -0.530 0.944
O 4.092 -1.136 2.931
C -3.038 0.002 -4.980
C -2.172 -0.699 -3.102
C 0.091 -0.651 -0.086
C 3.758 0.265 -0.405
C 4.272 -0.106 0.841
C 2.423 0.077 -0.723
C 2.080 -0.892 1.490
C -4.304 -0.487 1.658
C -4.826 -0.624 0.390
C -0.355 -0.836 -1.403
C 3.453 -0.734 1.769
C 1.527 -0.501 0.238
C -2.937 -0.380 1.831
C -3.970 -0.714 -0.721
C -1.701 -0.722 -1.704
C -2.078 -0.543 0.748
C -2.575 -0.663 -0.576
N -2.504 -1.240 -5.145
N -2.843 0.363 -3.659
C -1.358 2.318 -3.421
C 4.615 0.876 4.795
C 3.351 -1.181 4.144
C -2.772 1.756 -3.198
C 3.248 0.245 4.720
H 4.434 0.692 -1.147
H 5.295 0.025 1.138
H 2.094 0.403 -1.704
H 1.414 -1.344 2.245
H -4.978 -0.446 2.491
H -5.895 -0.760 0.228
H 0.287 -0.972 -2.243
H -2.530 -0.286 2.834
H -4.389 -0.879 -1.688
H -2.133 -1.464 -6.087
H -0.632 1.733 -2.801
H -1.053 2.357 -4.475
H -1.338 3.360 -3.087
H 4.591 1.791 5.341
H 5.331 0.249 5.334
H 5.014 1.094 3.786
H 3.892 -1.846 4.852
H 2.363 -1.566 3.958
H -3.021 1.809 -2.115
H -3.515 2.314 -3.769
H 2.761 0.226 5.691
H 2.591 0.859 4.076
*
```

No. 6
A cluster of 2 separate species, C22H23BrF2N4O6S in total at a distorted geometry, computed with ωB97M-V with the def2-TZVPD basis set.

Properties
- DFT total energy (hartree) = -4694.3406
- E_HOMO (eV) = -8.8
- SMILES = C[C@@H](F)c1cc(Br)c(F)c2c1C(=O)c1c(O)c(CCCCCN)c(S)c(ON=O)c1C2=O.NC(N)=O
- max |F| (Eh/bohr) = 0.052
- LUMO (eV) = -1.09
- Kohn-Sham gap (eV) = 7.716
- ΔE to the lowest compared entry with this formula, charge and spin (kJ/mol) = 0.0

```
! wB97M-V def2-TZVPD RIJCOSX def2/J DEFGRID3
* xyz 0 1
C -0.618 -5.605 -0.094
C -1.536 -4.393 -0.533
F -2.383 -4.793 -1.597
C -2.328 -3.732 0.639
C -2.729 -4.423 1.872
C -3.430 -3.694 2.919
Br -3.903 -4.622 4.569
C -3.781 -2.269 2.811
F -4.431 -1.609 3.803
C -3.389 -1.570 1.596
C -2.673 -2.315 0.538
C -2.257 -1.465 -0.717
O -2.350 -1.857 -1.851
C -1.736 -0.029 -0.363
C -0.571 0.531 -1.038
O 0.024 -0.247 -2.027
C -0.085 1.869 -0.645
C 1.199 2.493 -1.312
C 2.388 1.415 -1.346
C 2.725 0.931 -2.819
C 2.982 -0.639 -2.927
C 2.281 -1.215 -4.232
N 2.105 -2.696 -4.166
C -0.828 2.618 0.392
S -0.355 4.285 0.949
C -2.012 2.046 1.072
O -2.710 2.734 2.084
N -2.690 2.082 3.315
O -1.645 1.609 3.568
C -2.450 0.713 0.698
C -3.655 -0.040 1.359
O -4.696 0.487 1.643
H 0.384 -5.471 -0.591
H -0.494 -5.617 1.015
H -1.041 -6.550 -0.520
H -0.837 -3.608 -0.939
H -2.477 -5.503 1.977
H -0.396 -0.039 -2.880
H 1.009 2.868 -2.347
H 1.574 3.305 -0.625
H 2.067 0.493 -0.781
H 3.312 1.784 -0.834
H 3.613 1.477 -3.221
H 1.799 1.125 -3.433
H 2.564 -1.212 -2.062
H 4.082 -0.801 -3.086
H 2.810 -0.897 -5.171
H 1.236 -0.779 -4.294
H 1.312 -2.977 -4.748
H 1.823 -2.908 -3.205
H 0.159 4.993 -0.104
C 2.851 5.265 2.980
O 2.782 4.798 1.856
N 1.764 5.379 3.793
N 4.019 5.713 3.519
H 1.798 5.760 4.720
H 0.884 5.058 3.429
H 4.843 5.645 2.948
H 4.097 6.100 4.441
*
```